The following is a quantum chemistry calculation of a gas-phase ion, C4H10N3O (charge +1) in a non-equilibrium geometry, from the Open Molecules 2025 dataset.

Atoms and positions in Å:
O -0.9971 0.2698 -2.9769
N -0.2310 -0.5188 1.4751
N 1.9973 0.1153 -2.1917
N -0.8910 0.4998 -0.6506
C 0.2338 0.2542 0.2650
C 0.9185 -0.5046 -1.7770
C -1.1420 0.1196 2.4756
C -0.4718 0.1476 -1.9171
H -2.1174 0.1044 2.1775
H -0.6566 -1.3796 1.2412
H -1.6804 1.1040 -0.6052
H 0.7924 0.9882 0.7418
H 1.9529 1.1056 -2.0324
H 0.5748 -0.8898 1.8403
H 2.8602 -0.4007 -2.1434
H -0.6729 1.0239 2.6159
H 0.7905 -1.5201 -1.8399
H -1.2604 -0.5188 3.3019

Computed properties:
- net charge = +1
- gap between HOMO and LUMO (Ha) = 0.3484
- HOMO energy (eV) = -12.738
- structure (SMILES) = C[NH2+]/C=[NH+]/C([O-])=C/N
- energy relative to the best compared isomer or geometry (same formula, charge and spin) (kcal/mol) = 67.26

Need the Mulliken charges? In units of e they are:
1. O -0.4952
2. N -0.2483
3. N -0.2907
4. N -0.0649
5. C -0.5470
6. C -0.0862
7. C -0.9032
8. C 0.3580
9. H 0.3785
10. H 0.3015
11. H 0.2337
12. H 0.3298
13. H 0.2626
14. H 0.3291
15. H 0.2699
16. H 0.3500
17. H 0.4237
18. H 0.3985


The following is a quantum chemistry calculation of 2 unconnected molecules or ions with the total composition C4H10N3O2 in a non-equilibrium geometry, from the Open Molecules 2025 dataset.

Atoms and positions in Å:
O -2.3611 -3.0402 -1.5410
O -2.2290 -1.7957 0.3506
N -0.5371 -1.3641 -1.1061
N -0.0205 -1.4114 -2.4156
N 0.3558 0.9416 1.0804
C 1.1644 0.2628 2.0265
C -0.8648 1.4532 1.5911
C -1.6418 -1.9277 -0.7109
C -0.7835 -1.2564 -3.4176
H 2.2486 0.0310 1.5857
H -0.3663 -1.1101 -4.4564
H -0.5945 2.1644 2.3874
H 0.1541 0.4014 0.2716
H -1.8456 -1.2776 -3.3005
H -1.7989 -3.2367 -2.2703
H 0.8241 -0.4929 2.6004
H 1.2834 0.9694 2.8308
H -1.4349 1.7428 0.7013
H -1.4561 0.5792 2.0899

Computed properties:
- net charge = -1
- gap between HOMO and LUMO (Ha) = 0.2946
- HOMO energy (eV) = -4.046
- energy relative to the best compared isomer or geometry (same formula, charge and spin) (kcal/mol) = 11.19

Need the Mulliken charges? In units of e they are:
1. O -0.5632
2. O -0.6571
3. N -0.0748
4. N -0.7025
5. N -0.3894
6. C -0.9928
7. C -0.7959
8. C 0.5740
9. C -0.4942
10. H 0.2334
11. H 0.2228
12. H 0.3203
13. H 0.3718
14. H 0.3804
15. H 0.3036
16. H 0.4236
17. H 0.3475
18. H 0.2735
19. H 0.2189


The following is a quantum chemistry calculation of a gas-phase ion, C4H10N3S (charge +1) in a non-equilibrium geometry, from the Open Molecules 2025 dataset.

Atoms and positions in Å:
S -1.2393 -2.0490 -0.9278
N -0.0591 1.7648 1.7633
N -0.0656 0.2265 -0.7129
N 0.9261 1.8709 0.7937
C 0.9597 1.1536 -0.2169
C 0.8450 -1.3274 0.8036
C -0.9064 0.7020 -1.7340
C -0.1308 -0.9913 -0.2305
H -1.0782 1.5897 1.6072
H 0.8057 -2.4032 0.9278
H 1.7416 -0.9349 0.4617
H -0.3961 0.6319 -2.7409
H -0.6909 -3.2948 -0.6770
H -1.2538 1.7075 -1.5008
H 1.8805 1.1761 -0.7181
H 0.5058 -0.6950 1.7103
H -1.9004 0.0865 -1.7882
H -0.0586 2.7310 2.1509

Computed properties:
- net charge = +1
- gap between HOMO and LUMO (Ha) = 0.3528
- HOMO energy (eV) = -13.995
- energy relative to the best compared isomer or geometry (same formula, charge and spin) (kcal/mol) = 60.51

Need the Mulliken charges? In units of e they are:
1. S -0.1997
2. N -0.4412
3. N -0.0138
4. N -0.1450
5. C -0.5376
6. C -1.1265
7. C -1.0365
8. C 0.9029
9. H 0.2250
10. H 0.4319
11. H 0.4024
12. H 0.3335
13. H 0.2247
14. H 0.3558
15. H 0.5601
16. H 0.3542
17. H 0.3899
18. H 0.3199


The following is a quantum chemistry calculation of C4H10N4 in the gas phase in a non-equilibrium geometry, from the Open Molecules 2025 dataset.

Atoms and positions in Å:
N -0.2063 0.1740 -1.2772
N 0.6260 1.7307 0.6079
N -2.0980 1.5592 -0.4910
N 2.1626 -0.5627 0.3139
C 0.2946 -2.0960 0.3545
C -1.3243 0.3333 -0.4188
C 0.8267 -0.7060 0.1820
C 0.0437 0.5048 0.1616
H -3.0800 1.3713 -0.3256
H -0.7797 -2.1370 0.2143
H 2.7700 -1.3540 0.1692
H -1.9459 -0.5294 -0.1444
H 0.7582 -2.7675 -0.3719
H 2.5137 0.3815 0.1945
H 0.5445 -2.4559 1.3562
H -2.0002 1.9812 -1.4073
H 0.9548 2.2581 -0.1934
H -0.0604 2.3145 1.0755

Computed properties:
- gap between HOMO and LUMO (Ha) = 0.3234
- HOMO energy (eV) = -7.755
- energy relative to the best compared isomer or geometry (same formula, charge and spin) (kcal/mol) = 61.63

Need the Mulliken charges? In units of e they are:
1. N -0.8237
2. N -0.6247
3. N -0.6667
4. N -0.3677
5. C -1.2670
6. C 0.4067
7. C 0.6506
8. C -0.0635
9. H 0.2567
10. H 0.3020
11. H 0.2244
12. H 0.2039
13. H 0.3597
14. H 0.2488
15. H 0.3393
16. H 0.2441
17. H 0.2791
18. H 0.2980


The following is a quantum chemistry calculation of C4H10N4 in the gas phase in a non-equilibrium geometry, from the Open Molecules 2025 dataset.

Atoms and positions in Å:
N 0.0659 -0.8507 -2.0454
N -0.5678 -0.5931 0.4232
N 2.1921 1.2057 -1.0833
N -0.5255 -1.9624 0.7838
C 0.8698 1.1470 -0.4854
C 0.7710 0.8533 0.9234
C -1.9361 -0.0733 0.5587
C 0.0372 -0.2255 -1.0348
H 0.2774 2.0098 -0.7904
H 0.3376 -2.3564 0.4191
H 1.5601 0.2809 1.4005
H 2.0950 0.9635 -2.0687
H -1.9465 0.9817 0.2871
H 0.1335 1.4423 1.5688
H -2.2623 -0.1935 1.5911
H -1.2692 -2.4972 0.3368
H 2.7873 0.4850 -0.6837
H -2.6196 -0.6169 -0.1007

Computed properties:
- gap between HOMO and LUMO (spin up / spin down) (Ha) = 0.2806 / 0.2805
- HOMO energy (spin up / spin down) (eV) = -7.580 / -7.579
- energy relative to the best compared isomer or geometry (same formula, charge and spin) (kcal/mol) = 117.64

Need the Mulliken charges? In units of e they are:
1. N -0.7605
2. N 0.4130
3. N -0.6852
4. N -0.8213
5. C 0.1455
6. C -0.5049
7. C -1.0468
8. C 0.2760
9. H 0.2712
10. H 0.2916
11. H 0.2412
12. H 0.3252
13. H 0.3667
14. H 0.2401
15. H 0.3395
16. H 0.2581
17. H 0.2510
18. H 0.3995


The following is a quantum chemistry calculation of C4H10N4O in the gas phase in a non-equilibrium geometry, from the Open Molecules 2025 dataset.

Atoms and positions in Å:
O -0.9510 2.0535 0.2239
N 0.0867 -0.0174 0.2726
N 2.0917 -0.5038 -0.1945
N 1.2706 0.4748 -0.2010
N -2.2708 0.1337 0.0518
C -0.0205 -1.3081 0.9040
C -1.0218 0.8091 0.0921
C 3.4437 0.0264 -0.3447
C -2.6104 -1.0683 -0.7684
H 0.4407 -2.1129 0.2205
H 3.9155 -0.4277 -1.3048
H -3.5652 -1.5319 -0.4850
H -2.9989 0.8855 0.1054
H 3.5067 1.2392 -0.3926
H 3.9402 -0.4302 0.6307
H -1.0740 -1.5713 1.1456
H 0.6095 -1.3973 1.8652
H -1.7431 -1.7313 -0.5917
H -2.4166 -0.7160 -1.7841

Computed properties:
- gap between HOMO and LUMO (Ha) = 0.3624
- HOMO energy (eV) = -9.123
- structure (SMILES) = C/N=N/N(C)C(=O)NC
- energy relative to the best compared isomer or geometry (same formula, charge and spin) (kcal/mol) = 77.13

Need the Mulliken charges? In units of e they are:
1. O -0.6263
2. N 0.5499
3. N -0.2731
4. N -0.4291
5. N -0.2827
6. C -0.9025
7. C 0.3862
8. C -0.6003
9. C -0.7008
10. H 0.2654
11. H 0.2092
12. H 0.2875
13. H 0.2961
14. H 0.2958
15. H 0.2322
16. H 0.4539
17. H 0.2655
18. H 0.2549
19. H 0.3182